#1
Molecular formula: C3H11NOS2
Method: DFT, ωB97M-V/def2-TZVPD

Output
LUMO, eV: 0.4
Molar mass, Da: 141.26
Gap between HOMO and LUMO, eV: 9.60

```
! wB97M-V def2-TZVPD RIJCOSX def2/J DEFGRID3
* xyz 0 1
S 2.499 1.483 -0.230
S 1.880 -0.442 -0.632
C 0.063 -0.233 -0.423
C -0.747 -1.446 -0.150
C -2.257 -1.120 0.113
N -3.191 -2.288 -0.006
H 2.888 1.331 1.032
H -0.213 0.573 0.275
H -0.159 0.165 -1.440
H -0.608 -2.074 -1.021
H -0.341 -1.982 0.794
H -2.306 -0.820 1.132
H -2.690 -0.287 -0.449
H -3.478 -2.446 0.954
H -2.696 -3.038 -0.473
H -1.402 1.900 1.500
H -2.233 3.291 1.230
O -2.146 2.460 1.686
*
```



#2
Molecular formula: C3H11NOS2
Method: DFT, ωB97M-V/def2-TZVPD

Output
LUMO, eV: -4.4
Molar mass, Da: 141.26
Gap between HOMO and LUMO, eV: 4.10

```
! wB97M-V def2-TZVPD RIJCOSX def2/J DEFGRID3
* xyz 0 1
N 2.220 -0.780 -0.093
C 0.854 -1.141 -0.080
C 0.056 -1.066 -1.333
C 0.035 -0.427 1.006
S 0.808 -0.141 2.513
S -2.523 0.699 -0.505
H 2.904 -1.224 -0.683
H 2.601 -0.417 0.763
H 0.800 -2.189 0.208
H -0.963 -1.210 -1.090
H 0.078 -0.072 -1.807
H 0.379 -1.682 -2.168
H -0.382 0.532 0.569
H -0.861 -1.018 1.141
H -3.128 1.339 -1.517
H -1.039 3.174 1.769
H -1.190 2.484 0.417
O -0.649 3.140 0.891
*
```



Which of them is the most stable, and which is the least stable? #1 and #2, in that order.



#1
Molecular formula: C3H11NOS2
Method: DFT, ωB97M-V/def2-TZVPD

Output
LUMO, eV: 0.6
Molar mass, Da: 141.26
Gap between HOMO and LUMO, eV: 8.80

```
! wB97M-V def2-TZVPD RIJCOSX def2/J DEFGRID3
* xyz 0 1
N -0.656 -0.353 1.272
C -0.561 0.748 0.316
C -0.325 0.234 -1.103
S 1.435 0.151 -1.576
S 1.907 -1.783 -0.981
C 3.422 -1.422 -0.004
H -1.186 -0.036 2.070
H 0.262 -0.537 1.663
H -1.509 1.275 0.281
H 0.211 1.494 0.513
H -0.701 -0.774 -1.196
H -0.862 0.739 -1.889
H 4.263 -1.756 -0.588
H 3.414 -0.365 0.211
H 3.421 -2.031 0.895
H -4.293 1.530 -0.738
H -3.884 1.093 0.661
O -4.354 1.794 0.193
*
```



#2
Molecular formula: C3H11NOS2
Method: DFT, ωB97M-V/def2-TZVPD

Output
LUMO, eV: 0.5
Molar mass, Da: 141.26
Gap between HOMO and LUMO, eV: 8.47

```
! wB97M-V def2-TZVPD RIJCOSX def2/J DEFGRID3
* xyz 0 1
N 0.588 -2.156 -0.085
C 0.087 -1.659 -1.401
C -1.252 -0.957 -1.497
S -1.450 0.684 -1.060
S -1.305 1.168 1.023
C -1.150 2.933 1.103
H 0.411 -3.232 0.024
H -0.155 -1.693 0.571
H 0.043 -2.496 -2.049
H 0.797 -0.972 -1.740
H -2.251 -1.473 -1.142
H -1.475 -1.134 -2.600
H -0.149 3.354 0.737
H -1.077 3.303 2.149
H -1.928 3.375 0.476
H 2.644 0.440 1.994
H 4.165 0.381 2.031
O 3.455 0.135 1.463
*
```



Which of them is the most stable, and which is the least stable? #1 and #2, in that order.



#1
Molecular formula: C3H9N3O
Method: DFT, ωB97M-V/def2-TZVPD

Output
LUMO (spin up / spin down), eV: 0.4 / 0.4
Molar mass, Da: 103.12
Gap between HOMO and LUMO (spin up / spin down), eV: 8.26 / 8.26

```
! wB97M-V def2-TZVPD RIJCOSX def2/J DEFGRID3
* xyz 0 1
C 0.622 0.125 -0.530
C -1.199 -1.365 1.646
N -0.338 1.080 0.009
C -1.274 0.791 0.927
N 1.891 0.835 -0.625
N 0.165 -0.357 -1.807
O -2.176 1.480 1.313
H -0.370 1.980 -0.458
H 0.640 -0.735 0.147
H 0.339 0.319 -2.542
H 0.586 -1.243 -2.054
H 2.606 0.256 -1.049
H 2.213 1.139 0.287
H -1.349 -0.851 0.638
H -0.247 -1.809 1.932
H -2.110 -1.643 2.165
*
```



#2
Molecular formula: C3H9N3O
Method: DFT, ωB97M-V/def2-TZVPD

Output
LUMO, eV: 0.9
Molar mass, Da: 103.12
Gap between HOMO and LUMO, eV: 10.37

```
! wB97M-V def2-TZVPD RIJCOSX def2/J DEFGRID3
* xyz 0 1
C -1.908 0.772 -0.271
C -1.622 1.557 0.975
N -0.264 1.480 1.467
O -2.471 2.183 1.555
H -1.063 0.782 -0.947
H -2.817 1.166 -0.719
H -2.094 -0.261 0.029
H 0.149 2.408 1.456
H -0.320 1.227 2.449
N 1.960 -2.327 -0.082
C 1.869 -1.524 -1.187
N 0.792 -0.923 -1.491
H 1.211 -2.198 0.582
H 2.869 -2.468 0.322
H 2.778 -1.473 -1.789
H 0.932 -0.399 -2.350
*
```



Which of them is the most stable, and which is the least stable? #2 and #1, in that order.



#1
Molecular formula: C3H9N3O
Method: DFT, ωB97M-V/def2-TZVPD

Output
LUMO, eV: 1.0
Molar mass, Da: 103.12
Gap between HOMO and LUMO, eV: 9.13

```
! wB97M-V def2-TZVPD RIJCOSX def2/J DEFGRID3
* xyz 0 1
C -0.125 -1.985 0.841
C 1.810 2.155 -0.377
N -0.400 -0.659 0.343
N -1.697 -0.309 -0.006
C 0.561 1.345 -0.257
O -2.261 -1.282 -0.918
N 0.638 0.136 0.112
H -2.027 -0.984 -1.806
H -2.316 -0.390 0.808
H -0.385 1.844 -0.465
H 0.802 -1.947 1.410
H -0.940 -2.295 1.491
H -0.032 -2.711 0.033
H 1.961 2.747 0.520
H 2.670 1.501 -0.511
H 1.741 2.837 -1.218
*
```



#2
Molecular formula: C3H9N3O
Method: DFT, ωB97M-V/def2-TZVPD

Output
LUMO (spin up / spin down), eV: 0.3 / 0.3
Molar mass, Da: 103.12
Gap between HOMO and LUMO (spin up / spin down), eV: 7.77 / 7.77

```
! wB97M-V def2-TZVPD RIJCOSX def2/J DEFGRID3
* xyz 0 1
C 1.763 -0.515 1.708
C -1.707 -0.224 -1.597
N 0.638 -0.410 -0.834
N 1.659 0.351 0.564
C -0.569 0.126 -0.672
O -1.783 1.804 0.223
N -0.705 0.909 0.370
H -1.856 2.199 1.100
H 0.658 -1.292 -1.348
H 2.439 0.187 -0.070
H 2.760 -0.384 2.149
H 1.669 -1.583 1.463
H 0.997 -0.279 2.446
H -1.690 0.455 -2.451
H -1.607 -1.246 -1.958
H -2.665 -0.098 -1.095
*
```



Which of them is the most stable, and which is the least stable? #1 and #2, in that order.



#1
Molecular formula: C3H9N2
Method: DFT, ωB97M-V/def2-TZVPD

Output
LUMO, eV: -4.0
Molar mass, Da: 73.12
Gap between HOMO and LUMO, eV: 9.35

```
! wB97M-V def2-TZVPD RIJCOSX def2/J DEFGRID3
* xyz 1 1
N 0.087 -1.225 1.678
H 0.387 -0.757 0.756
H -0.649 -0.702 2.148
H -0.231 -2.171 1.453
H 0.917 -1.314 2.266
C 0.442 0.101 -1.347
C 1.293 0.588 -0.426
C -1.616 1.144 -1.060
N -0.679 0.757 -1.798
H 0.718 -0.778 -1.924
H 1.189 1.591 -0.028
H 2.238 0.082 -0.265
H -2.414 1.758 -1.466
H -1.683 0.925 0.014
*
```



#2
Molecular formula: C3H9N2
Method: DFT, ωB97M-V/def2-TZVPD

Output
LUMO (spin up / spin down), eV: -5.4 / -5.0
Molar mass, Da: 73.12
Gap between HOMO and LUMO (spin up / spin down), eV: 8.53 / 9.14

```
! wB97M-V def2-TZVPD RIJCOSX def2/J DEFGRID3
* xyz 1 1
C 0.275 -1.087 0.048
C -0.905 -0.242 0.646
C 0.644 0.355 -1.815
N 1.068 -0.068 -0.536
N -0.542 0.594 1.795
H 0.877 -1.590 0.973
H -0.200 -1.825 -0.619
H -1.612 0.159 0.005
H 0.001 1.356 -1.826
H 1.578 0.572 -2.365
H 0.126 -0.436 -2.442
H -0.357 -0.106 2.555
H -1.314 1.160 2.173
H 0.362 1.158 1.409
*
```



#3
Molecular formula: C3H9N2
Method: DFT, ωB97M-V/def2-TZVPD

Output
LUMO, eV: -3.3
Molar mass, Da: 73.12
Gap between HOMO and LUMO, eV: 11.19

```
! wB97M-V def2-TZVPD RIJCOSX def2/J DEFGRID3
* xyz 1 1
C 2.620 0.067 0.213
C -2.086 0.013 0.029
C 0.355 -0.458 -0.354
N 1.567 0.299 -0.415
N -0.708 0.614 -0.100
H 3.358 0.749 0.279
H 2.857 -0.939 0.659
H -2.513 -0.404 -0.785
H -2.128 -0.807 0.755
H -2.899 0.714 0.299
H 0.453 -1.204 0.493
H -0.016 -0.882 -1.172
H -0.245 0.760 0.795
H -0.613 1.478 -0.698
*
```



Which of them is the most stable, and which is the least stable? #1 and #2, in that order.



#1
Molecular formula: C3H9N2
Method: DFT, ωB97M-V/def2-TZVPD

Output
LUMO, eV: -3.6
Molar mass, Da: 73.12
Gap between HOMO and LUMO, eV: 10.64

```
! wB97M-V def2-TZVPD RIJCOSX def2/J DEFGRID3
* xyz 1 1
C -0.369 0.365 1.329
C 0.788 -0.664 1.076
C 0.067 0.162 -0.152
N 0.800 0.975 -0.927
N -0.944 -0.576 -1.060
H -1.395 -0.018 1.576
H -0.156 1.262 1.772
H 1.809 -0.551 1.474
H 0.713 -1.665 1.183
H 1.819 0.949 -0.914
H 0.423 1.837 -1.325
H -1.974 -0.272 -0.852
H -0.904 -1.630 -1.277
H -0.677 -0.175 -1.904
*
```



#2
Molecular formula: C3H9N2
Method: DFT, ωB97M-V/def2-TZVPD

Output
LUMO, eV: -5.6
Molar mass, Da: 73.12
Gap between HOMO and LUMO, eV: 8.05

```
! wB97M-V def2-TZVPD RIJCOSX def2/J DEFGRID3
* xyz 1 1
C -0.245 0.868 -0.937
C -0.166 -0.381 -0.400
C 1.216 -0.785 -0.280
N -1.193 -1.290 -0.443
N 2.256 -0.035 -0.076
H -1.161 1.266 -1.225
H 0.530 1.560 -1.175
H -1.330 0.347 1.591
H 1.340 -1.823 -0.371
H -2.154 -0.931 -0.446
H -0.973 -2.047 0.212
H -1.443 1.203 1.500
H 2.058 0.935 0.137
H 3.232 -0.311 -0.205
*
```



#3
Molecular formula: C3H9N2
Method: DFT, ωB97M-V/def2-TZVPD

Output
LUMO, eV: -3.7
Molar mass, Da: 73.12
Gap between HOMO and LUMO, eV: 8.50

```
! wB97M-V def2-TZVPD RIJCOSX def2/J DEFGRID3
* xyz 1 1
C -0.030 0.582 1.406
C 0.202 -0.228 0.188
C 0.262 0.352 -1.124
N -0.308 1.431 -1.519
N 0.073 -1.753 0.124
H -0.549 -0.134 1.997
H 0.801 0.896 2.118
H -0.808 1.330 1.441
H 1.021 0.020 -1.744
H -0.598 2.193 -0.830
H -0.114 1.722 -2.446
H -0.835 -1.994 -0.284
H 0.698 -2.283 -0.418
H 0.186 -2.133 1.092
*
```



Which of them is the most stable, and which is the least stable? #1 and #2, in that order.



#1
Molecular formula: C3H9N2
Method: DFT, ωB97M-V/def2-TZVPD

Output
LUMO, eV: -5.0
Molar mass, Da: 73.12
Gap between HOMO and LUMO, eV: 10.84

```
! wB97M-V def2-TZVPD RIJCOSX def2/J DEFGRID3
* xyz 1 1
C -2.018 0.126 -0.103
C 1.471 1.130 0.008
C 0.649 -1.385 0.098
N -0.796 0.797 -0.058
N 0.309 0.313 0.010
H -2.511 0.298 0.860
H -1.973 -0.946 -0.306
H -2.643 0.640 -0.837
H 2.186 0.783 0.752
H 1.191 2.168 0.195
H 1.955 1.070 -0.972
H 1.316 -1.562 -0.733
H -0.274 -1.934 0.030
H 1.137 -1.500 1.056
*
```



#2
Molecular formula: C3H9N2
Method: DFT, ωB97M-V/def2-TZVPD

Output
LUMO, eV: -4.1
Molar mass, Da: 73.12
Gap between HOMO and LUMO, eV: 11.22

```
! wB97M-V def2-TZVPD RIJCOSX def2/J DEFGRID3
* xyz 1 1
C -1.334 1.459 -0.166
C 0.131 1.154 -0.495
N 0.851 -2.303 0.559
C 0.150 -1.207 0.290
N 0.651 -0.254 -0.435
H -1.927 0.657 -0.613
H -1.387 1.333 0.908
H -1.476 2.496 -0.442
H 0.500 1.552 -1.440
H 0.784 1.698 0.202
H 1.854 -2.276 0.628
H 0.409 -3.054 1.083
H -0.698 -0.918 0.910
H 1.493 -0.338 -0.989
*
```



#3
Molecular formula: C3H9N2
Method: DFT, ωB97M-V/def2-TZVPD

Output
LUMO (spin up / spin down), eV: -4.2 / -4.1
Molar mass, Da: 73.12
Gap between HOMO and LUMO (spin up / spin down), eV: 7.95 / 8.31

```
! wB97M-V def2-TZVPD RIJCOSX def2/J DEFGRID3
* xyz 1 1
C -1.033 -0.229 0.791
C -1.753 -0.121 -0.418
C 0.419 -0.192 0.342
N 1.196 -1.099 -0.280
N 1.059 1.097 0.014
H -1.122 0.735 1.381
H -1.303 -1.060 1.562
H -2.055 -0.886 -1.066
H -1.942 0.876 -0.750
H 1.466 -0.830 -1.225
H 1.082 -2.140 -0.159
H 1.273 1.637 0.880
H 0.734 1.503 -0.858
H 1.976 0.708 -0.213
*
```



Which of them is the most stable, and which is the least stable? #2 and #3, in that order.